Here is C35H34ClNOReSi2 as an isolated structure at a distorted geometry from the Open Molecules 2025 dataset. Energies are from ωB97M-V/def2-TZVPD.

Structure (XYZ):
```
75
Properties=species:S:1:pos:R:3:forces:R:3
H 1.13920 2.29540 -0.87272 -0.175 -0.232 0.110
C -1.18676 -6.52448 0.34740 0.180 0.069 0.131
C -2.59723 2.17575 0.76904 0.153 0.483 -0.332
H -0.51234 -4.08674 -5.88646 0.185 -0.335 -0.164
C 0.46834 -1.14312 -5.46922 0.552 -0.155 -0.104
C 0.97124 -5.77583 -8.38951 -0.055 -0.067 -0.110
H 2.28344 1.14291 1.31277 -0.322 -0.355 -0.253
H 0.49928 -3.47302 -1.30854 -0.122 -0.486 -0.030
C 1.56865 1.30425 -0.82652 0.975 0.577 -0.745
H 1.70801 -4.70854 0.39223 -0.501 -0.044 0.017
C 2.18727 0.68524 0.32934 0.773 0.468 -0.158
Si -2.05870 -4.19058 -2.97140 1.807 0.472 0.961
C -1.17922 -4.86859 -1.45369 -0.193 -0.343 0.360
C 1.78719 0.46207 -1.96901 1.966 0.212 -0.753
C 2.50427 -0.70603 -1.51169 2.523 0.707 -0.823
Re 0.70746 -0.56121 -0.52926 -7.691 -1.299 4.470
H -0.84673 -4.52482 -8.19828 0.456 -0.411 -0.239
C 0.06188 -6.07123 0.77820 -0.073 -0.254 0.048
H -0.99940 2.08309 -0.69156 -0.209 -0.308 0.531
H 1.76052 -9.04406 -0.99219 -0.183 0.208 -0.409
H 0.79890 -2.78321 -2.86895 -0.226 0.334 -0.598
C 1.23697 -8.50416 -1.78992 0.069 0.055 -0.130
N -0.89227 0.51222 0.71526 -0.620 0.032 -0.222
H -1.34583 -8.85171 -4.00993 0.242 -0.079 0.272
H 1.49369 0.66522 -2.99325 -0.075 -0.083 0.226
O 0.20682 -1.69467 1.31936 0.462 -0.486 0.308
H -4.06765 2.03697 2.34491 0.228 -0.172 -0.129
H 2.54773 -6.77418 -1.68132 -0.449 -0.289 -0.203
H 2.78635 -6.98709 -8.22659 -0.413 0.378 0.129
C -1.62493 -1.96254 -4.54899 -0.449 -0.165 -0.481
H 2.88691 -1.51367 -2.12450 -0.139 0.056 0.060
C -1.51602 -0.10937 1.75038 0.190 0.716 -0.770
C 0.02031 -4.99745 -7.72581 0.275 0.026 0.016
C -0.92684 -1.01167 -5.27812 0.039 -0.347 0.051
Si 1.40921 -4.80087 -3.86860 0.831 -2.421 -1.888
C -3.19029 1.57975 1.88659 -0.034 0.061 -0.128
C 0.03721 -4.38484 -0.92997 0.153 -0.014 -0.301
C 0.21038 -4.74703 -6.37655 0.127 0.063 -0.309
H -2.99319 3.09585 0.32126 0.039 -0.477 0.343
C -1.78002 -5.94483 -0.77666 0.196 0.155 -0.051
C 1.15380 -2.19006 -4.90775 0.282 0.518 1.086
H 0.98959 -0.36697 -6.04561 -0.161 -0.628 0.060
C 2.24097 -6.08400 -6.33827 -0.539 0.154 -0.198
H -2.70190 -1.81486 -4.41690 0.307 -0.247 -0.214
H -2.73801 -6.30859 -1.13378 0.061 -0.185 0.093
H 3.35301 -1.21437 0.54162 -0.377 0.008 -0.324
H -3.34723 -3.61522 -2.72850 -0.914 0.007 -0.124
C 1.30431 -5.26148 -5.68488 -0.014 0.537 0.085
C -2.65969 0.39620 2.37867 0.750 -0.076 -0.504
C -0.07719 -7.15106 -3.83313 -0.200 0.234 0.400
C 0.12773 -9.08320 -2.41395 0.063 -0.108 -0.060
C -0.51384 -8.41241 -3.45833 0.060 -0.070 0.013
C 1.67784 -7.23185 -2.17760 -0.326 0.453 0.282
C -0.90703 -1.39314 2.19989 0.409 -0.451 0.223
H -1.68023 -7.34040 0.88409 0.150 0.326 -0.281
H -0.21308 -10.07997 -2.11524 0.150 0.412 -0.083
H 0.59277 -2.56974 1.50768 -0.399 0.341 -0.077
C 0.50555 -3.10718 -3.89627 -0.520 0.318 -0.544
H 0.86129 -5.90808 -9.46434 0.103 -0.200 0.229
H -1.44459 -0.19007 -5.77539 0.040 -0.140 0.396
Cl -1.32287 -1.59666 -1.23012 0.345 0.566 -0.355
C 0.69237 -5.02158 0.11176 -0.137 0.169 0.185
C -1.45641 1.63103 0.19659 -0.357 -0.284 0.737
C 2.76609 -0.55234 -0.09462 1.298 0.212 -0.723
H 0.55745 -6.53340 1.63360 -0.191 0.011 -0.276
C 2.06021 -6.35086 -7.70414 -0.020 0.237 0.292
H 2.85416 -4.66123 -3.70513 0.326 0.752 0.696
H 3.08706 -6.49052 -5.76348 -0.388 0.113 -0.470
H -0.50545 -1.24124 3.21933 -0.256 -0.375 -0.344
H 2.24863 -2.24658 -5.03750 -0.639 -0.083 0.012
H -1.63455 -2.23212 2.15904 0.410 0.553 0.111
C -1.00222 -3.08039 -3.96477 0.444 0.541 0.958
H -3.06794 -0.16278 3.21745 -0.103 0.279 -0.145
C 0.96787 -6.50271 -3.14822 -0.250 0.053 -0.013
H -0.57285 -6.64536 -4.66447 0.099 -0.197 0.176
```
Positions in Å, forces in eV/Å.

Results
- Multiplicity: 4
- E_LUMO (alpha / beta): -6.95 / -7.49 eV
- Calculated total energy: -2600.90390 Eh
- Kohn-Sham gap (alpha / beta): 5.82 / 5.50 eV
- Relative energy (zero: lowest compared OMol25 entry of this formula, charge and spin): 73.4 kJ/mol
- Charge: +2